# 1
This record from the OMol25 dataset describes a 2-piece molecular cluster, C5H9NO4 overall in a non-equilibrium geometry. The level of theory is the ωB97M-V functional and the def2-TZVPD basis.

Last column: natural (NBO) charge in e.
Cartesian coordinates (Å):
O -1.3858 -1.3098 -2.2630  -0.589
C -0.9030 -0.7112 -1.3252  0.911
N -1.1587 0.6459 -0.9867  -0.697
C 0.0423 1.2466 -0.4236  -0.234
C 0.8057 -0.0004 0.0336  0.186
C 2.3314 0.0396 0.1427  -0.069
O 2.2862 -0.3221 1.5301  -0.525
C 0.8526 -0.3853 1.5237  -0.077
O 0.3108 -1.0337 -0.8135  -0.478
H -1.7147 1.1723 -1.6501  0.413
H 0.6111 1.7975 -1.1855  0.195
H -0.1876 1.9183 0.4109  0.209
H 2.8456 -0.7098 -0.4751  0.200
H 2.7803 1.0319 -0.0136  0.178
H 0.4019 0.3417 2.2142  0.177
H 0.4717 -1.3938 1.7360  0.205
O -2.5706 -0.9942 0.7738  -0.969
H -2.4901 0.0261 0.4621  0.487
H -3.3290 -1.3597 0.3092  0.477

Output
- Molecular weight: 147.130 g mol⁻¹
- SMILES string: O=C1NCC2(COC2)O1.O
- Max |F|: 3.81 eV Å⁻¹
- 2S+1: 1

# 2
This record from the OMol25 dataset describes a 2-piece molecular cluster, C5H9NOP overall in a non-equilibrium geometry. The level of theory is the ωB97M-V functional and the def2-TZVPD basis.

Last column: natural (NBO) charge in e.
Cartesian coordinates (Å):
P -1.3112 0.7227 -0.6733  0.564
C 0.1970 -0.1318 0.1484  -0.363
C 1.6665 0.6608 0.0638  -0.217
C 2.9257 -0.1074 0.8501  -0.292
C 2.5995 -1.5349 1.5836  -0.020
N 1.2845 -2.2629 1.6481  -0.454
C 0.1537 -1.5603 0.9511  -0.016
H -0.6006 0.8907 -1.9319  -0.020
H -2.1301 -0.4795 -0.5226  -0.033
H -1.2221 1.7594 0.3610  -0.064
H -2.4885 1.4461 -1.1679  0.011
H 1.7863 1.6885 -0.4872  0.231
H 3.9942 0.3889 0.8522  0.225
H 3.5134 -2.0492 2.1572  0.204
H -0.9134 -2.0936 1.0030  0.220
O -4.3043 1.5283 -2.3631  -1.367
H -5.1504 1.1342 -2.4726  0.392

Output
- Molecular weight: 130.107 g mol⁻¹
- Net charge: -1
- Max |F|: 6.39 eV Å⁻¹
- 2S+1: 1

# 3
This record from the OMol25 dataset describes the molecule C5H9NOS in a non-equilibrium geometry. The level of theory is the ωB97M-V functional and the def2-TZVPD basis.

Last column: natural (NBO) charge in e.
Cartesian coordinates (Å):
C 2.0825 -0.5776 -0.9696  -0.411
N 0.7685 -0.1326 -1.2093  -0.430
C -0.3386 -1.1616 -1.2430  -0.326
C -1.0766 -0.2865 -0.2020  0.018
S -2.5839 -0.6553 0.5730  -0.012
C 0.1678 0.7000 -0.1561  -0.144
C 0.9025 0.9518 1.2369  -0.058
O 1.9948 1.7057 1.0405  -0.707
H 2.4477 -1.3238 -1.6836  0.212
H 2.1541 -1.0752 0.1377  0.136
H 2.7378 0.3181 -0.8964  0.226
H -0.8038 -1.6644 -2.1855  0.242
H 0.0949 -2.0742 -0.6959  0.205
H -0.1571 1.6762 -0.4717  0.209
H 0.1817 1.4416 1.8389  0.179
H 1.1822 -0.0049 1.8044  0.182
H 1.7428 2.7176 1.1267  0.479

Output
- Molecular weight: 131.200 g mol⁻¹
- SMILES string: CN1CC(=S)[C@H]1CO
- Max |F|: 5.04 eV Å⁻¹
- 2S+1: 1

# 4
This record from the OMol25 dataset describes the molecule C5H9NOS in a non-equilibrium geometry. The level of theory is the ωB97M-V functional and the def2-TZVPD basis.

Last column: natural (NBO) charge in e.
Cartesian coordinates (Å):
C -1.8779 1.6102 -0.0256  -0.618
C -0.8865 0.4989 -0.2637  -0.071
N -1.3961 -0.8462 -0.5939  -0.598
C -0.5844 -0.7039 0.6550  -0.110
C 0.8298 -1.2242 0.7561  -0.098
O 1.5975 -1.2044 -0.4517  -0.493
C 2.5478 -0.2546 -0.6829  0.056
S 2.9985 1.0456 0.1862  -0.074
H -2.7661 1.3072 0.6198  0.213
H -1.4248 2.4241 0.5234  0.215
H -2.1994 1.9748 -0.9915  0.215
H -0.0008 0.9530 -0.8206  0.194
H -0.8935 -1.3214 -1.3456  0.362
H -1.1135 -0.8443 1.5848  0.209
H 0.8167 -2.2866 1.0202  0.197
H 1.3834 -0.6463 1.4892  0.212
H 2.9695 -0.4821 -1.6593  0.189

Output
- Molecular weight: 131.200 g mol⁻¹
- SMILES string: C[C@@H]1N[C@H]1COC=S
- Max |F|: 2.67 eV Å⁻¹
- 2S+1: 1

# 5
This record from the OMol25 dataset describes the molecule C5H9NOS in a non-equilibrium geometry. The level of theory is the ωB97M-V functional and the def2-TZVPD basis.

Last column: natural (NBO) charge in e.
Cartesian coordinates (Å):
C 0.2020 -1.3048 -1.0524  -0.341
C 0.6071 -0.3122 -0.2319  -0.104
C 1.8628 -0.3875 0.6986  -0.081
O 3.0090 0.0730 0.0151  -0.720
C -0.0896 1.0021 -0.2247  0.154
S 0.9033 2.3891 -0.3038  -0.235
N -1.4081 1.0536 -0.0595  -0.562
C -2.3016 0.0354 0.4062  -0.423
H 0.7758 -2.2169 -1.1191  0.208
H -0.6874 -1.2777 -1.6506  0.198
H 1.6160 0.2154 1.5601  0.175
H 2.0444 -1.4181 0.9466  0.187
H 2.7682 0.9450 -0.3062  0.484
H -1.7226 1.9960 -0.2967  0.415
H -2.9685 -0.2377 -0.3899  0.203
H -1.6876 -0.8391 0.7103  0.231
H -2.9233 0.2846 1.2980  0.213

Output
- Molecular weight: 131.200 g mol⁻¹
- SMILES string: C=C(CO)C(=S)NC
- Max |F|: 2.15 eV Å⁻¹
- 2S+1: 1

# 6
This record from the OMol25 dataset describes the molecule C5H9NOS in a non-equilibrium geometry. The level of theory is the ωB97M-V functional and the def2-TZVPD basis.

Last column: natural (NBO) charge in e.
Cartesian coordinates (Å):
H -1.7523 2.7025 -0.4392  0.357
N -0.8230 2.3304 -0.2999  -0.676
C -0.7047 1.1434 -0.1443  0.151
S -2.1439 0.1725 0.2177  0.185
C -1.5606 -1.5793 0.2678  -0.554
C -0.2720 -1.7223 -0.4406  -0.104
O 0.8146 -0.9653 0.1256  -0.558
C 0.8812 0.3489 -0.3008  0.099
C 1.8804 1.1050 0.5710  -0.629
H -2.3695 -2.2513 -0.1143  0.245
H -1.4182 -1.7451 1.3969  0.233
H 0.2777 -2.7038 -0.3540  0.228
H -0.3320 -1.1095 -1.4355  0.187
H 1.3279 0.3781 -1.3662  0.179
H 1.3836 1.2882 1.4364  0.212
H 2.0839 2.0966 0.2802  0.226
H 2.7269 0.5110 0.5995  0.218

Output
- Molecular weight: 131.200 g mol⁻¹
- SMILES string: [H]/N=C1\SCCO[C@@H]1C
- Max |F|: 5.93 eV Å⁻¹
- 2S+1: 1

no.,LUMO energy (Eh)
1,0.01718
2,0.08602
3,-0.01818
4,0.00785
5,0.00480
6,0.02846